Density functional theory data (ωB97M-V/def2-TZVPD) for CH2ClNOS2 in the gas phase at a distorted geometry.

Each line ends with the Löwdin charge.
Positions of all 8 atoms, in Å:
Cl1 1.93740 -2.13995 0.18893  -0.123
H1 -2.39955 0.91689 0.22127  0.166
S1 2.54130 1.00171 -0.70532  0.193
S2 1.45662 0.20661 0.60324  0.219
N1 -0.24937 0.98014 0.71052  -0.185
O1 -1.40870 -0.52640 -0.60164  0.043
H2 -0.55609 -0.97122 -0.61111  0.044
C1 -1.32161 0.53222 0.19412  -0.357

Results
Gap between HOMO and LUMO   7.06 eV
Electronic energy   -38797.67473 eV
E_LUMO   -2.52 eV
M   143.6 g mol⁻¹